113
Properties=species:S:1:pos:R:3:forces:R:3:lowdin_charge:R:1 method="wB97M-V/def2-TZVPD" max_force_ev_per_a=3.43 homo_energy_ev="-12.788 / -12.788" charge=+2
Re 3.749569 -0.065763 0.745950 -1.9 -0.7 -2.5 0.08
C 0.348699 -1.472471 6.175668 0.2 -0.7 1.4 -0.04
C 0.079132 -2.208222 4.909422 0.0 0.9 1.4 -0.27
C -1.190446 -2.125955 4.387763 -0.1 -0.9 -1.7 -0.01
C -1.505785 -2.765009 3.183181 1.0 0.1 0.2 -0.23
C -2.818876 -2.554748 2.472618 -0.5 1.7 0.6 -0.04
C -0.452438 -3.506371 2.623077 -0.4 -0.3 -0.7 -0.17
C 0.826849 -3.653825 3.185414 -0.7 0.3 -0.7 -0.24
C 1.780346 -4.637670 2.544738 0.6 0.4 0.1 -0.06
C 1.094911 -2.920478 4.331895 0.7 -1.6 -0.7 0.00
C -0.690993 -4.174610 1.318484 -0.2 -0.4 -0.5 -0.23
C -1.101369 -5.498328 1.195691 0.2 1.2 -0.1 0.01
C -1.424361 -6.055438 -0.017118 -0.3 0.2 0.1 -0.01
C -1.298381 -5.367059 -1.200927 0.4 0.8 -0.7 0.01
C -0.837549 -4.051516 -1.161760 -0.1 0.0 0.7 -0.20
C -0.576910 -3.480918 0.121211 0.0 0.6 -1.5 -0.22
Ge -0.337280 -1.574714 0.121743 0.5 0.0 -0.5 0.49
S 2.737711 -1.872380 0.938161 0.3 0.7 -0.4 0.37
S -0.745857 -0.118832 1.605927 0.5 0.7 0.0 0.48
Ge 0.339849 1.319960 0.147798 0.2 0.7 0.4 0.26
S 2.392850 1.869390 1.069388 -0.4 -0.5 0.1 0.18
S 0.453735 -0.257074 -1.472170 -0.2 -0.4 0.2 0.35
C -0.604685 3.002066 -0.239950 -0.3 0.0 -0.1 -0.21
C -1.536824 3.466716 0.714335 1.0 -0.7 -0.1 -0.22
C -2.365829 4.522775 0.389113 -0.4 -0.3 0.9 -0.02
C -2.286150 5.061465 -0.864072 -0.3 1.2 -0.6 -0.03
C -1.243095 4.766447 -1.741515 -0.8 0.1 0.4 -0.01
C -0.422785 3.693417 -1.464112 0.8 -0.7 0.7 -0.22
C 0.625902 3.331707 -2.471061 0.2 1.1 -0.4 -0.12
C 1.891179 4.008804 -2.488981 -2.5 -0.8 2.2 -0.23
C 2.232041 4.961545 -1.387655 -0.8 0.2 0.5 -0.01
C 2.698890 3.861084 -3.553111 2.0 -0.2 -1.1 -0.06
C 2.357993 3.031800 -4.627617 1.0 0.0 -0.6 -0.27
C 3.376871 2.700098 -5.733062 -0.9 1.2 0.9 -0.02
C 1.075646 2.518426 -4.666186 1.0 -0.2 -0.5 -0.01
C 0.199534 2.672578 -3.627172 -0.2 0.1 0.7 -0.23
C -1.160422 2.076281 -3.787167 -0.5 0.6 -0.5 -0.02
C -1.617988 2.853576 2.073997 1.3 1.2 -0.3 -0.20
C -0.579055 3.148753 3.016594 -1.8 -1.8 0.4 -0.23
C 0.521365 4.125873 2.835024 1.3 -0.3 -1.5 -0.06
C -0.725263 2.529347 4.270143 -0.7 0.2 0.2 0.02
C -1.888641 1.786664 4.636538 1.0 1.2 -1.5 -0.24
C -2.059313 1.276237 6.006648 -1.7 0.0 -0.8 -0.04
C -2.907081 1.638864 3.670491 -0.3 -0.7 0.8 -0.02
C -2.760166 2.127893 2.393804 0.0 0.3 0.1 -0.30
C -3.836089 1.887393 1.389669 -1.6 0.3 -0.6 -0.04
C -0.759910 -3.262511 -2.427898 1.6 -0.5 0.4 -0.22
C -1.881742 -2.677423 -2.935837 -1.7 0.9 -0.3 -0.24
C -3.159815 -2.772266 -2.131000 0.8 -0.6 0.4 -0.01
C -1.851327 -2.015168 -4.164647 0.5 0.8 -0.8 0.02
C -0.654585 -1.961374 -4.915625 -0.8 -0.8 0.8 -0.23
C -0.595457 -1.250940 -6.230573 0.4 0.2 1.0 -0.03
C 0.461410 -2.661901 -4.422500 -1.5 1.3 0.9 0.01
C 0.448041 -3.212572 -3.140456 -0.1 -1.1 -1.4 -0.25
C 1.673911 -3.954563 -2.707495 0.8 0.9 1.8 -0.02
H 0.178706 -0.426334 6.007141 0.1 0.7 0.1 0.05
H 1.403734 -1.640291 6.522839 -1.1 0.2 -0.1 0.10
H -0.387912 -1.780380 6.975992 0.9 0.2 -0.7 0.12
H -1.953997 -1.556608 4.840836 -0.6 0.6 0.7 0.10
H -2.872949 -1.514795 2.047802 0.4 -0.8 0.1 0.04
H -3.659579 -2.456345 3.181745 0.3 -0.8 -0.2 0.10
H -3.015937 -3.239490 1.662829 -0.2 -0.4 0.0 0.08
H 1.896276 -4.548907 1.433565 -0.3 0.0 0.9 0.06
H 1.397678 -5.632822 2.772419 0.3 -0.2 -0.2 0.10
H 2.775546 -4.519110 3.006792 -0.3 -0.2 -0.2 0.09
H 2.056198 -3.104314 4.823272 -0.3 0.5 0.0 0.13
H -1.291633 -6.017426 2.085257 -0.1 -0.9 1.1 0.12
H -1.910043 -6.990290 0.010358 -0.2 -1.2 -0.2 0.11
H -1.580010 -5.785576 -2.172367 0.1 0.0 0.4 0.15
H -3.046901 4.872389 1.186566 0.2 -0.1 -0.9 0.15
H -3.037057 5.782063 -1.173377 0.2 0.2 0.1 0.12
H -1.118812 5.397233 -2.614455 0.0 -0.4 -0.2 0.14
H 1.916036 4.716394 -0.360091 0.1 -0.5 -0.5 0.07
H 1.619038 5.832412 -1.612777 0.4 0.6 0.1 0.10
H 3.282141 5.193635 -1.353034 0.3 0.3 -0.2 0.08
H 3.664194 4.389796 -3.492056 -0.3 -0.4 -0.4 0.14
H 4.260531 3.324902 -5.611411 0.1 -0.2 -0.2 0.09
H 2.911170 2.903861 -6.677185 -0.1 0.2 -0.7 0.08
H 3.624263 1.659973 -5.751864 0.3 -0.7 0.2 0.07
H 0.755825 1.986917 -5.540153 -0.1 -0.3 -0.4 0.11
H -1.288898 1.834610 -4.843057 0.0 -0.2 0.0 0.08
H -1.981969 2.805269 -3.573738 0.6 -0.9 0.4 0.11
H -1.155350 1.134886 -3.239600 -0.8 0.1 0.3 0.04
H 0.725921 4.329364 1.756201 -0.1 -0.1 0.8 0.06
H 1.495378 3.824905 3.288007 -0.9 0.1 -0.2 0.09
H 0.220463 5.054045 3.261672 -0.2 0.9 0.4 0.09
H 0.042661 2.816905 5.007666 -0.5 -0.6 -0.1 0.13
H -3.105432 1.433547 6.237761 -0.2 0.3 0.6 0.10
H -1.417923 1.688730 6.725571 0.8 0.7 1.0 0.08
H -1.990157 0.225061 6.020120 0.4 -1.4 0.1 0.04
H -3.888451 1.133464 3.859936 1.1 0.3 0.3 0.14
H -4.624679 1.211878 1.748886 0.4 0.0 0.3 0.08
H -3.466175 1.429171 0.476074 0.2 0.0 -0.2 0.08
H -4.442596 2.779330 1.069913 0.9 -0.5 0.3 0.11
H -3.022243 -2.419926 -1.098681 0.0 -0.3 -0.1 0.07
H -3.516656 -3.808937 -2.119998 0.0 0.2 0.2 0.10
H -3.926142 -2.172978 -2.518605 -1.1 0.9 -0.8 0.06
H -2.740257 -1.477740 -4.577512 0.7 -0.7 0.6 0.14
H -1.542717 -1.028365 -6.628852 -1.4 0.2 -0.4 0.07
H -0.077658 -1.809783 -6.960496 0.7 -0.8 -0.8 0.08
H -0.073467 -0.315188 -6.118247 0.3 0.5 0.1 0.07
H 1.337674 -2.613811 -5.013932 0.9 -0.3 -0.4 0.11
H 2.450984 -3.889856 -3.463441 0.0 0.0 0.0 0.08
H 1.541498 -5.009459 -2.435514 -0.2 0.3 -0.1 0.09
H 2.066927 -3.417444 -1.772887 -0.2 -0.8 -1.0 0.08
S 5.548457 1.642593 3.185599 -0.4 -0.7 -0.5 0.11
Sb 6.816588 -0.289037 2.453733 -0.5 0.1 -0.1 0.33
S 4.369356 -0.201500 2.911991 0.6 1.1 2.6 -0.06
S 5.814541 -0.513598 0.148690 1.2 0.3 -0.1 0.10
S 8.206992 -1.091458 3.899218 0.5 -0.2 0.1 0.05
N 3.428394 1.201524 -2.337571 0.2 0.2 -0.2 0.25
C 3.537962 0.735282 -1.298795 0.0 -0.7 0.9 -0.30
H 3.300496 1.822551 -3.143565 -0.2 0.0 0.0 0.09


16
Properties=species:S:1:pos:R:3:forces:R:3:lowdin_charge:R:1 method="wB97M-V/def2-TZVPD" smiles="C=C(CNC)[N+](=O)[O-]" max_force_ev_per_a=1.13 homo_energy_ev=-9.337
C -0.807983 1.658147 -0.696520 0.2 0.1 0.4 0.13
C -0.490701 0.769426 0.232797 -1.0 0.1 -0.5 -0.24
C -0.976940 -0.653343 0.307850 0.0 -0.1 0.1 -0.19
N -0.236965 -1.517347 -0.584609 -0.1 -0.2 -0.3 -0.12
C 1.189591 -1.320247 -0.443032 0.4 -0.3 -0.2 -0.13
N 0.403804 1.201185 1.296235 0.3 0.4 0.0 -0.38
O 1.231211 2.043764 1.019914 0.2 0.2 0.2 0.08
O 0.254527 0.697347 2.387934 0.0 -0.1 0.3 0.08
H -0.415203 2.662085 -0.661723 0.1 0.0 0.0 0.08
H -1.486247 1.418077 -1.497118 -0.2 -0.2 -0.1 0.08
H -0.828523 -1.020088 1.330371 -0.2 0.1 -0.2 0.12
H -2.039379 -0.699954 0.056626 0.1 0.0 0.1 0.13
H -0.512100 -1.365038 -1.550284 0.0 0.0 0.2 0.11
H 1.704977 -2.094864 -1.010537 0.1 0.0 0.0 0.08
H 1.459000 -1.436209 0.608018 0.1 0.0 0.0 0.09
H 1.550929 -0.342940 -0.795923 0.0 -0.1 0.1 0.08


20
Properties=species:S:1:pos:R:3:forces:R:3:lowdin_charge:R:1 method="wB97M-V/def2-TZVPD" max_force_ev_per_a=3.14 homo_energy_ev=-5.638
C -0.216026 -1.312094 0.527423 1.5 0.7 -1.9 -0.47
C -1.417842 1.579887 -1.132327 -0.2 -0.7 -0.2 -0.04
C -0.463524 1.142223 -0.041264 2.6 1.3 -1.2 -0.34
N -1.136606 -2.320712 0.381181 -0.9 -0.6 0.2 0.10
N 0.363094 -1.170641 1.728915 0.1 0.2 0.6 0.14
N 2.230819 0.580804 0.391297 0.2 0.2 -0.4 0.00
C 0.313086 -0.669555 -0.606677 -1.8 -1.0 1.1 -0.14
C 1.335187 0.325336 -0.713228 -1.3 2.2 1.1 -0.23
O -0.265949 1.783736 0.977704 -0.1 -1.8 -0.2 0.00
H -1.754816 -2.437410 1.175200 -0.1 0.0 -0.2 0.09
H -1.634840 -2.313337 -0.497958 0.0 0.0 0.2 0.09
H -0.022695 -1.676521 2.514386 0.5 0.4 -0.1 0.11
H 1.232712 -0.630576 1.712564 -0.4 -0.4 0.6 0.09
H 3.129406 0.911173 0.052640 -0.1 -0.3 0.0 0.07
H 1.893488 1.345229 0.988718 -0.4 0.0 -0.2 0.07
H -0.126276 -0.966472 -1.554480 -0.2 0.0 0.1 0.12
H 1.545427 0.723735 -1.704147 0.2 -0.2 0.3 0.11
H -0.914641 2.255485 -1.830794 0.0 -0.1 0.1 0.08
H -1.829752 0.728690 -1.676400 0.1 0.1 -0.1 0.07
H -2.260252 2.121020 -0.692753 0.2 -0.1 0.2 0.08